C26H42Cl3N4O4SiSr | ωB97M-V with the def2-TZVPD basis set

Values from the calculation:
HOMO energy ... -0.123 Ha
Charge ... -1
Relative energy (zero: lowest compared OMol25 entry of this formula, charge and spin) ... 276.8 kJ/mol
Strongest force on any atom ... 3.1 eV/A
Gap between HOMO and LUMO ... 4.513 eV
Multiplicity ... 1

Last column: Löwdin charge in e.
CARTESIAN COORDINATES (ANGSTROEM)
Sr1 0.00883 -1.18236 1.39795  1.0157
Cl1 -1.03380 1.40415 1.31105  -0.2703
Cl2 1.56722 -1.47657 4.01328  0.0719
Cl3 2.17876 0.51409 1.44798  0.3313
Si1 2.47963 0.60061 3.59728  -0.1151
O1 1.96901 -2.09946 -0.06590  -0.1930
O2 -6.63689 -3.73735 3.81706  0.0630
O3 -1.26071 -1.38084 -0.80996  -0.1716
O4 2.66196 1.59706 -1.04436  -0.2778
N1 -2.64172 -0.64652 -2.47656  -0.1665
N2 -5.29928 -5.04339 5.13354  0.1508
N3 -1.96960 -2.04568 2.83749  -0.0534
N4 3.56079 -1.23722 -1.51566  -0.1674
C1 -4.28291 -3.32607 3.77109  -0.1308
C2 -3.62372 0.33989 -2.92752  -0.0404
C3 2.84372 3.61315 -1.95070  -0.2561
C4 4.19927 -0.11389 4.03154  -0.2630
C5 0.90240 0.77696 -3.26538  -0.0392
C6 3.90881 -0.98298 -2.91140  -0.0548
C7 -1.88954 -3.25509 3.43219  -0.1116
C8 0.96733 1.29206 4.61074  -0.2790
C9 -4.35784 -2.08304 3.12246  0.0234
C10 -3.17582 -1.45203 2.72592  -0.1009
C11 0.15164 0.46019 -4.39828  -0.1124
C12 -2.45016 -1.84357 -3.28120  -0.0327
C13 3.10699 2.46086 3.60427  -0.2983
C14 4.60427 4.38405 -3.54560  -0.1414
C15 0.83069 2.04461 -2.69257  -0.1329
C16 -3.02317 -3.92170 3.91370  -0.0097
C17 1.85338 2.49812 -1.59294  -0.5053
C18 -0.75597 1.38889 -4.91971  -0.1444
C19 3.28749 3.76718 -3.20947  -0.1511
C20 4.56749 -0.93676 -0.50486  -0.0524
C21 2.32536 -1.65329 -1.18602  -0.3190
C22 -5.52309 -4.01369 4.24243  -0.4815
C23 3.40464 4.30411 -0.74986  -0.0568
C24 -0.96085 2.59169 -4.23700  -0.1154
C25 -0.19166 2.90287 -3.11150  -0.0377
C26 -2.00478 -0.50682 -1.31043  -0.3202
H1 -3.43258 -2.21019 -3.60735  0.0874
H2 -1.93346 -2.59577 -2.67933  0.0860
H3 3.34575 2.78260 4.62863  0.0155
H4 4.23281 -0.61939 5.00769  0.0095
H5 4.92931 0.70129 4.09246  0.0114
H6 4.32758 -1.47059 0.41885  0.0775
H7 4.51712 5.46621 -3.71652  0.0612
H8 -0.34211 3.83357 -2.55862  0.1181
H9 1.12753 2.30123 5.01989  0.0133
H10 4.99713 3.93707 -4.46742  0.0569
H11 4.00756 2.60227 2.99842  0.0024
H12 -3.38249 0.72279 -3.92407  0.0763
H13 1.60218 -1.58047 -2.02614  0.1269
H14 4.96399 -1.23576 -3.07329  0.0836
H15 -2.19185 0.45317 -0.80980  0.0645
H16 4.03079 3.61906 -0.16272  0.0831
H17 1.19993 2.97443 -0.82255  0.1169
H18 -0.88802 -3.69458 3.52578  0.1100
H19 -1.85168 -1.60899 -4.17403  0.0803
H20 -1.31495 1.15344 -5.83172  0.0904
H21 0.31663 -0.49387 -4.90178  0.0919
H22 5.53888 -1.26120 -0.89310  0.0787
H23 -3.17291 -0.44645 2.30175  0.0866
H24 1.59150 0.04996 -2.84394  0.0514
H25 5.35707 4.22859 -2.75746  0.0689
H26 0.08974 1.35467 3.95266  -0.0229
H27 -5.30965 -1.59573 2.92373  0.1231
H28 4.60676 0.14645 -0.31102  0.0829
H29 -1.70703 3.29663 -4.60987  0.0921
H30 3.74354 0.07479 -3.16896  0.0873
H31 -4.62632 -0.10420 -2.96846  0.0847
H32 -2.90064 -4.90401 4.37234  0.1086
H33 2.58605 4.63517 -0.09461  0.0826
H34 3.28094 -1.61077 -3.56191  0.0889
H35 -4.47366 -5.04333 5.72030  0.0956
H36 2.69002 3.41623 -4.05602  0.0939
H37 3.99592 5.17778 -1.03453  0.0627
H38 2.32571 3.13447 3.23942  0.0143
H39 4.56105 -0.83026 3.27919  0.0140
H40 0.70457 0.64701 5.45695  -0.0128
H41 -6.13674 -5.43170 5.53497  0.1057
H42 -3.64117 1.18519 -2.23091  0.0966

Atomic forces in eV per Å
0.65 0.41 -0.44
-0.66 -0.25 0.04
-0.69 -1.53 -0.39
0.73 0.37 1.20
0.46 3.09 0.34
0.16 0.61 -1.28
0.91 -0.19 0.40
-0.64 0.71 -0.40
0.09 -1.57 -0.62
-0.17 -0.07 -0.06
-0.18 0.39 -0.02
-0.63 -0.59 0.62
-0.53 -0.56 0.21
0.68 0.49 -0.58
0.18 0.01 0.08
-0.63 -0.31 -1.56
0.17 -0.26 0.36
0.14 0.07 -0.33
-0.42 0.38 0.02
-0.61 0.42 -0.21
-0.22 -0.61 0.50
0.28 -0.08 0.23
0.17 -0.67 0.09
-0.15 0.25 0.01
-0.11 0.15 -0.18
0.44 -0.16 -0.64
0.34 0.47 -0.24
0.64 0.26 0.55
0.35 0.30 -0.03
-0.75 0.90 0.80
0.04 -0.29 0.10
-0.26 0.07 0.60
0.07 0.10 0.02
0.29 -0.27 0.65
-0.64 -0.31 -0.11
0.39 -0.12 0.16
0.04 0.02 0.11
0.10 -0.04 -0.37
0.39 -0.42 0.24
0.22 -0.05 0.10
-0.14 0.16 -0.15
0.00 -0.22 -0.02
-0.18 -0.04 -0.23
-0.17 -0.05 -0.15
0.02 0.14 -0.20
0.19 -0.02 -0.06
0.08 -0.16 -0.28
0.16 -0.32 -0.32
0.03 0.13 0.10
0.03 0.17 -0.09
0.16 -0.10 0.16
0.31 -0.39 0.39
-0.28 -0.04 0.07
0.16 -0.13 0.14
-0.17 0.14 -0.09
-0.47 -0.08 0.06
-0.42 0.22 -0.05
-0.13 -0.05 0.25
0.16 0.14 0.30
-0.14 0.13 0.10
-0.07 -0.07 0.15
0.05 -0.22 -0.05
-0.03 0.58 -0.18
-0.27 0.04 -0.19
0.13 -0.11 0.00
0.13 -0.20 0.26
-0.26 -0.29 -0.13
0.16 -0.14 0.15
0.15 -0.19 0.18
0.15 -0.04 0.09
-0.03 0.32 -0.18
0.14 -0.11 -0.14
0.25 0.19 0.16
-0.31 0.06 -0.24
0.20 -0.33 0.31
0.00 -0.01 0.06
0.07 -0.02 -0.10
-0.27 0.09 0.15
-0.11 -0.03 -0.13
0.00 -0.04 0.05
0.07 -0.21 -0.14